{
  "formula": "C24H62N4O13",
  "method": "the ωB97M-V functional and the def2-TZVPD basis",
  "species": ["H", "C", "H", "H", "O", "H", "H", "H", "H", "C", "H", "H", "H", "C", "H", "O", "C", "H", "H", "O", "C", "H", "H", "H", "O", "H", "H", "O", "C", "O", "H", "H", "H", "N", "C", "H", "H", "C", "H", "H", "C", "H", "C", "H", "C", "H", "H", "C", "H", "O", "H", "H", "H", "H", "O", "H", "H", "H", "H", "H", "H", "N", "H", "C", "C", "O", "C", "H", "H", "H", "H", "H", "H", "C", "H", "O", "O", "C", "H", "H", "H", "C", "H", "C", "H", "H", "N", "C", "H", "H", "H", "H", "C", "H", "H", "H", "C", "N", "O", "O", "C", "C", "H"],
  "xyz": [[3.0964, 1.8153, -1.6627], [-0.4155, -1.8160, 3.6241], [1.7796, -9.0276, -8.1447], [5.4714, -0.2357, 7.6563], [4.5267, -2.0125, 7.7120], [5.5551, -2.5291, 5.9327], [-3.3671, 4.6876, 4.7384], [1.7160, 0.8589, -1.8714], [-9.5317, 1.4702, -2.6403], [-4.8665, 3.1871, 9.7157], [6.5926, -2.6685, 7.3206], [3.1567, -2.1694, 0.5513], [4.0857, -4.3288, 6.7274], [-9.3424, 0.4019, -2.5357], [2.8004, -6.8448, -8.5640], [-8.2679, 0.2521, -1.6167], [-3.3125, 6.2697, -3.8981], [1.2989, -2.9909, -7.8402], [-6.3784, 0.1017, -0.1971], [-3.6846, 7.8911, -5.5698], [-10.5210, -0.5049, -2.0975], [-4.3400, 2.4061, 7.8615], [4.3222, -1.1017, 1.4088], [-2.9902, 3.3797, 8.6862], [-4.2369, 5.8802, -6.0362], [5.7658, -4.8157, 6.3822], [4.8522, -2.0786, -0.0072], [9.9617, -0.7313, -2.1729], [1.6314, -3.3421, -6.8633], [-4.5924, 4.3655, 7.7971], [-6.1726, 1.8541, -0.4284], [3.1841, -4.6695, -7.3241], [9.3727, -3.3547, -3.9772], [-1.3271, -2.6299, 4.3962], [-7.0610, 0.7712, -2.1483], [-3.0430, 5.6256, 7.2593], [-2.3524, 5.7826, -4.0682], [0.8347, 3.5243, -7.8675], [3.5335, 1.1219, 7.9714], [4.7166, 0.1382, -0.8393], [4.0305, -1.5259, 0.4481], [-7.1480, 1.7474, -2.6254], [2.3180, 1.3158, -1.0859], [0.3430, 3.4502, -8.8374], [3.8299, -0.4306, -0.5593], [4.3827, -0.5120, 6.3499], [0.8079, -3.1721, -6.1698], [9.9988, -2.7705, -3.3028], [2.1855, 2.7030, 0.5243], [2.8159, 0.3469, -0.0958], [-5.1068, 0.7257, -1.2352], [-6.7979, 0.1251, -2.9858], [2.8206, -7.2650, -6.7698], [0.8423, -7.8392, -8.9756], [8.5027, -1.0445, -3.7593], [-3.2562, 7.1441, -3.2498], [0.0876, 3.3165, -7.1015], [-4.5239, 2.3889, 10.3742], [-9.1242, 0.0472, -3.5430], [-11.4183, -0.3949, -2.7066], [-0.0451, -2.2305, 2.6865], [-3.8045, 6.7156, -5.2320], [0.5180, -8.1881, -7.2569], [1.2960, -8.0602, -8.0095], [-6.1384, 0.8817, -0.9196], [-2.4180, -2.2103, 4.6872], [-3.8944, 5.1235, 6.7997], [-1.0394, -0.9433, 3.4312], [10.9533, -2.4453, -3.7167], [1.3898, 3.3096, -0.9332], [1.7830, 2.9906, -7.9315], [-3.8381, 5.4304, -3.4425], [5.1406, -4.6629, 8.0594], [3.4146, 0.0581, 8.1768], [0.6212, 2.1348, 0.1500], [0.7050, 5.6618, -8.7617], [-0.9341, -3.6563, 4.8420], [-4.0456, 3.2885, 8.4297], [0.4600, -1.6108, 4.2402], [10.1527, -3.2499, -2.3361], [-2.9371, 3.2938, 5.8601], [5.5531, -2.7435, 7.0014], [-4.5439, 3.6424, 5.3438], [2.2154, -4.7713, -6.8349], [3.5924, -0.1615, 9.2296], [2.4396, -4.9943, -5.7918], [9.4789, -1.3797, -3.0786], [5.1227, -4.2456, 7.0526], [-4.7279, 4.0937, 10.3046], [-5.9386, 3.1059, 9.5366], [3.4240, -0.9979, -1.3968], [-10.1208, -1.4876, -2.3472], [1.5601, 2.4225, -0.3232], [-4.5566, 5.9221, 6.4651], [-10.7249, -0.4173, -1.0304], [2.4088, -2.7034, -6.4440], [-3.6102, 4.1218, 5.6378], [1.0598, 4.9629, -7.7953], [1.4705, 5.3676, -6.6931], [1.3668, -5.8214, -7.3552], [2.2353, -6.9680, -7.6401], [4.5214, -0.7112, 7.4125], [2.3940, -0.1559, 7.8594]],
  "lowdin_charge": [0.11, 0.03, 0.08, 0.12, -0.14, 0.11, 0.06, 0.11, 0.11, -0.08, 0.11, 0.08, 0.07, -0.29, 0.12, -0.17, 0.04, 0.07, 0.08, 0.06, -0.06, 0.12, 0.08, 0.13, 0.04, 0.07, 0.08, 0.06, -0.08, -0.20, 0.07, 0.11, 0.10, -0.49, -0.28, 0.11, 0.10, 0.02, 0.07, 0.13, -0.08, 0.11, -0.23, 0.09, -0.36, 0.11, 0.07, 0.05, 0.07, -0.16, 0.06, 0.11, 0.12, 0.08, 0.04, 0.10, 0.11, 0.07, 0.11, 0.07, 0.10, -0.42, 0.08, -0.10, -0.06, 0.07, -0.21, 0.10, 0.10, 0.07, 0.11, 0.09, 0.07, -0.06, 0.07, 0.06, 0.08, -0.32, 0.11, 0.10, 0.07, -0.23, 0.07, -0.28, 0.07, 0.11, -0.45, -0.07, 0.07, 0.08, 0.12, 0.07, -0.08, 0.11, 0.07, 0.07, -0.08, -0.43, 0.04, -0.15, -0.28, -0.37, 0.07],
  "e_homo_ha": -0.34639,
  "mol_weight_g_mol": 614.78
}



{
  "formula": "C24H63F6LiN12O18S2",
  "method": "the ωB97M-V functional and the def2-TZVPD basis",
  "species": ["N", "N", "H", "H", "C", "H", "H", "C", "C", "H", "H", "C", "H", "H", "O", "F", "C", "O", "C", "H", "H", "N", "O", "O", "C", "C", "C", "H", "H", "H", "H", "F", "O", "C", "H", "Li", "H", "H", "H", "H", "H", "H", "C", "H", "H", "H", "O", "O", "H", "C", "H", "H", "C", "C", "C", "O", "F", "C", "N", "N", "H", "C", "H", "F", "C", "C", "C", "F", "H", "H", "H", "N", "H", "H", "C", "F", "O", "H", "O", "O", "H", "C", "H", "H", "H", "S", "H", "O", "O", "O", "H", "H", "H", "C", "H", "H", "H", "O", "H", "O", "H", "H", "H", "O", "H", "H", "S", "H", "H", "O", "H", "H", "H", "H", "N", "H", "C", "H", "H", "N", "H", "N", "N", "N", "H", "N"],
  "xyz": [[-2.3436, 5.4124, 0.5439], [2.4589, 7.0630, 1.0238], [-1.3624, -1.1027, 3.6028], [-2.2018, -5.0577, 3.1944], [-1.2359, 5.6068, 1.1536], [-0.3153, 4.9027, 2.6814], [2.3419, -6.5397, 0.1394], [3.9071, 2.3124, 2.9588], [-3.2003, -1.5833, -2.8144], [0.8922, -3.1279, 0.3930], [-2.1535, -1.3666, -3.0275], [-0.7743, 0.1162, -0.1304], [5.5898, 4.5204, 0.3435], [-1.3776, -4.3964, -1.1249], [4.4235, 1.0005, -0.3991], [-2.0090, 0.5678, 0.2951], [-0.3344, -6.2373, 3.0770], [1.7903, -2.6108, -4.3806], [-2.0595, -5.8964, 1.1030], [2.2193, -4.2756, -3.2840], [2.1217, -6.0285, -6.1210], [4.9414, 2.4836, 3.7121], [8.0306, 3.6156, -1.1135], [4.2603, 5.8430, 0.8258], [2.8219, -0.0388, -2.3456], [-1.8278, -5.9478, 2.6885], [-3.3746, -5.1363, 0.8616], [-3.3872, -7.6152, 1.1551], [-4.7407, 4.0084, -2.7796], [1.4610, 6.9170, 1.0774], [3.5901, -3.3610, -3.6013], [1.9291, -0.8901, -2.0157], [-0.4927, 6.4827, 0.8102], [-2.4302, -7.3248, 0.7216], [2.9784, 7.8176, 1.4492], [2.0511, 0.3167, 1.8990], [-1.6579, -7.9950, 1.0990], [-4.3170, -5.5316, 1.2408], [4.2880, 4.0919, 2.0758], [2.3880, 4.2416, -0.4731], [-0.2029, -7.3070, 2.9137], [-1.7571, 1.9751, 4.7351], [0.6024, -5.2940, 2.2149], [-2.8545, -1.1169, -5.4039], [-5.1588, -1.5214, -3.8560], [3.8728, -5.2607, -5.1866], [3.1155, 1.4181, 3.1510], [-4.3840, 2.3187, 4.3684], [-2.5677, -7.6012, -0.3238], [0.5321, -5.4546, 0.7044], [-3.4211, -4.0905, 1.1654], [-0.1882, -6.0450, 4.1399], [-2.5058, 4.0170, -3.0575], [-4.8878, 2.7772, 1.8955], [2.6411, -3.6377, -4.0607], [1.8551, -5.4767, -5.3820], [-0.9071, -0.4369, -1.2941], [-4.8150, 3.3240, 3.3400], [-0.9128, -5.2693, 0.3609], [6.0290, 3.8122, -0.2273], [-3.0977, -2.5455, -2.3126], [-0.5352, 0.6407, 3.8037], [-2.4052, -6.7672, 3.1165], [-0.2794, -0.8454, 0.7011], [1.2802, -6.7728, 0.2218], [-3.9426, 3.2689, -2.8450], [2.9637, -4.6595, -5.2033], [2.4223, 0.6436, -3.3587], [-4.0318, 4.0807, 3.3864], [1.1759, -7.6357, 0.8795], [-0.4349, 2.4992, 3.6649], [3.6874, 3.2832, 2.1486], [-2.8498, 4.5638, 0.7533], [-2.5258, 4.9824, -2.5517], [-4.0840, -1.5954, -4.0216], [3.9823, -0.5679, -2.6240], [-3.9368, 2.2797, -1.8723], [-5.7267, 3.2861, 1.4207], [-2.3335, 4.2654, -4.4630], [-3.6646, -0.6305, -1.8921], [2.9293, 3.3103, 1.4818], [3.1157, 5.9721, 0.6017], [-3.9301, -2.6349, -4.3110], [3.2578, -4.0278, -6.0415], [-4.3079, 2.6532, -3.6670], [3.0888, 1.3228, -0.9681], [-1.6070, 3.5151, -2.6994], [0.1208, 2.6107, 0.6473], [-1.1662, -5.3234, -0.9923], [-3.6380, 2.7656, 1.1017], [-5.7330, 3.7303, 3.7645], [2.3511, -4.2871, 0.3430], [5.2791, 1.7330, 4.2975], [1.2889, -4.1176, 0.1665], [0.8365, -7.0972, -0.7195], [-2.2583, 0.1730, 4.4877], [5.5615, 3.2647, 3.5531], [-3.5803, -0.6681, -4.9639], [-3.5088, -5.1432, -0.2201], [0.5216, 0.4221, 3.2130], [1.8124, -2.1001, -3.5680], [-3.1529, -0.7574, -1.0898], [-5.2231, 1.7404, 1.8689], [0.3497, 1.9492, -1.7370], [6.4829, 6.1094, -0.4002], [-2.0272, 3.4011, -4.7471], [0.5151, 1.6210, -0.3544], [-4.0247, 1.4067, -2.2619], [5.9432, 2.8130, -0.1077], [2.9560, 2.6912, -1.5849], [0.4050, -4.2865, 2.5808], [1.2854, -4.2192, -0.9187], [-2.7969, 6.1399, 0.0098], [-4.4384, 2.7610, 5.2187], [-1.0502, 1.7903, 4.0378], [8.0432, 5.8973, -1.1775], [7.0903, 4.2603, -0.8324], [-3.8621, 2.6769, 0.1725], [1.5858, -5.5789, 2.5889], [-1.1236, 4.7498, 2.0955], [-1.5397, 3.8299, 2.0686], [2.0802, 0.8948, 0.1042], [2.3165, 5.1409, -0.0190], [7.1603, 5.5206, -0.8635], [1.3614, 5.4657, 0.0320], [-1.4085, -0.2518, 4.1449]],
  "lowdin_charge": [0.20, 0.19, 0.13, 0.10, -0.81, 0.12, 0.07, -0.78, -0.26, 0.06, 0.11, -0.56, 0.09, 0.09, -0.34, 0.12, -0.15, -0.02, -0.46, 0.10, 0.09, 0.20, 0.34, 0.02, -0.75, -0.12, -0.06, 0.08, 0.11, 0.06, 0.11, 0.19, 0.04, -0.06, 0.12, 0.65, 0.08, 0.09, 0.08, 0.07, 0.09, 0.12, -0.15, 0.09, 0.13, 0.12, -0.02, -0.12, 0.08, -0.43, 0.07, 0.10, -0.18, -0.16, -0.28, -0.04, 0.16, -0.16, -0.12, 0.37, 0.11, -0.75, 0.11, 0.10, 0.00, -0.20, -0.26, 0.19, 0.10, 0.07, 0.11, 0.21, 0.07, 0.09, -0.23, 0.19, -0.09, 0.12, -0.08, -0.06, 0.09, -0.76, 0.12, 0.11, 0.12, 0.63, 0.09, -0.30, -0.01, -0.11, 0.12, 0.07, 0.14, -0.02, 0.08, 0.11, 0.12, -0.05, 0.07, -0.04, 0.04, 0.06, 0.12, -0.27, 0.14, 0.08, 0.72, 0.06, 0.13, -0.33, 0.11, 0.05, 0.13, 0.07, 0.20, 0.16, -0.70, 0.04, 0.11, 0.18, 0.08, -0.38, 0.21, 0.27, 0.09, 0.20],
  "spin_multiplicity": 2,
  "s_squared": 0.761,
  "e_homo_ha": [-0.36329, -0.36329],
  "total_charge": 1,
  "mol_weight_g_mol": 992.90
}